No. 1
C30H64N8O14 | ωB97M-V/def2-TZVPD

- total charge = 0
- HOMO (eV) = -8.2845
- structure (SMILES) = O=C1OCCO1.O=C1OCCO1.CNC(C)=O.CNC(C)=O.CNC(C)=O.CNC(C)=O.CNC(C)=O.CNC(C)=O.CNC(C)=O.CNC(C)=O
- 2S+1 = 1
- ΔE to the lowest compared entry with this formula, charge and spin (eV) = 0.104
- orbital gap (Eh) = 0.3186

Positions of all 116 atoms, in Å:
C: 1.59077 -1.85895 4.15956
C: 0.78853 -0.99526 3.12565
O: 0.46140 -2.16297 2.27598
C: 1.30859 -3.16809 2.32876
O: 1.22570 -4.03923 1.48120
O: 2.03676 -3.11793 3.55908
H: 0.80715 -2.14770 4.86003
H: 2.43923 -1.22114 4.40741
H: 1.44166 -0.23080 2.70478
H: -0.07406 -0.49528 3.56616
C: -1.75156 2.89367 4.39871
C: -2.98591 3.51313 3.65894
O: -3.15099 2.49127 2.68048
C: -2.53089 1.27269 3.06087
O: -2.47223 0.19445 2.51398
O: -1.88513 1.47342 4.21167
H: -1.74437 3.05166 5.47717
H: -0.80453 3.34316 4.10011
H: -2.66633 4.40602 3.12162
H: -3.88057 3.59132 4.27666
C: 1.84457 2.27533 4.58067
C: 2.56162 1.96864 5.87109
O: 2.29855 2.55194 6.91327
N: 3.41352 0.91321 5.78820
C: 4.28759 0.39137 6.91742
H: 1.01824 1.56481 4.55949
H: 2.40177 2.42831 3.65643
H: 1.39534 3.22935 4.85662
H: 3.60177 0.64739 4.83217
H: 5.06096 1.13297 7.11751
H: 4.80698 -0.54517 6.71440
H: 3.67601 0.31585 7.81651
C: -6.68069 1.03669 -2.68283
C: -5.26762 1.37644 -2.20283
O: -4.61378 0.39912 -1.87061
N: -4.79741 2.62527 -2.31676
C: -3.42672 3.18501 -2.00956
H: -7.31110 0.47101 -1.99676
H: -6.67261 0.46600 -3.61146
H: -7.21059 1.98054 -2.81106
H: -5.52403 3.18854 -2.73492
H: -3.41396 4.22343 -1.67847
H: -2.75115 3.12551 -2.86289
H: -2.81552 2.61297 -1.31149
C: 0.17559 -4.74897 -1.58739
C: -1.10091 -5.42028 -1.60244
O: -1.83476 -5.56022 -0.67406
N: -1.42764 -5.78132 -2.87193
C: -2.73302 -6.29179 -3.35115
H: 0.28302 -4.00259 -2.37445
H: 1.05879 -5.38777 -1.58466
H: 0.17510 -4.09925 -0.71220
H: -0.62264 -5.93784 -3.46149
H: -2.87205 -5.71591 -4.26610
H: -3.56728 -6.20629 -2.65487
H: -2.49161 -7.34248 -3.51198
C: 4.25483 -0.05439 0.35878
C: 4.56310 -0.08711 1.87778
O: 3.73859 0.38025 2.62202
N: 5.66142 -0.69540 2.31812
C: 5.91109 -0.96283 3.76139
H: 3.93631 0.90517 -0.04852
H: 3.64088 -0.93992 0.19439
H: 5.13022 -0.24088 -0.26332
H: 6.43584 -1.00664 1.74934
H: 6.62482 -0.25752 4.18709
H: 6.29562 -1.97161 3.91172
H: 5.04218 -0.84480 4.40882
C: -0.12336 4.11538 -2.62933
C: 1.18546 4.29322 -1.94214
O: 1.27791 5.10279 -0.99445
N: 2.23307 3.49341 -2.43805
C: 3.57887 3.56762 -1.90773
H: -0.74765 4.98573 -2.42724
H: -0.36212 3.21581 -2.06202
H: -0.06706 3.90482 -3.69732
H: 2.00779 2.73285 -3.06326
H: 3.48597 3.92287 -0.88143
H: 4.28186 4.11704 -2.53385
H: 3.93254 2.54717 -1.76039
C: 1.86100 -0.61189 -4.86844
C: 2.11587 0.74266 -5.43714
O: 1.58495 1.71958 -5.02041
N: 3.00453 0.85572 -6.36819
C: 3.39387 -0.24238 -7.23962
H: 1.01965 -0.58622 -4.17591
H: 2.70703 -1.10619 -4.39096
H: 1.57090 -1.36518 -5.60090
H: 3.02483 1.82188 -6.66180
H: 4.04525 -0.85496 -6.61627
H: 4.02748 -0.02420 -8.09930
H: 2.56466 -0.89487 -7.51301
C: -1.20098 -0.69142 -1.33231
C: 0.02675 0.16308 -0.91695
O: 0.97357 0.29794 -1.71713
N: -0.21159 0.79753 0.19840
C: 0.75037 1.72902 0.79616
H: -2.06097 -0.03039 -1.22476
H: -1.40482 -1.58707 -0.74550
H: -0.97545 -1.02717 -2.34449
H: -1.02503 0.49337 0.71406
H: 0.55024 2.70268 0.34890
H: 1.78541 1.40647 0.68313
H: 0.55487 1.79040 1.86673
C: -5.89084 -1.30834 0.87066
C: -5.39223 -2.52706 0.09579
O: -5.65705 -3.60311 0.58050
N: -4.73548 -2.30986 -1.07399
C: -3.99764 -3.24213 -1.90185
H: -5.52208 -1.35586 1.89528
H: -6.97516 -1.20755 0.91756
H: -5.56256 -0.44801 0.28740
H: -4.66253 -1.33126 -1.31301
H: -3.78626 -2.79838 -2.87473
H: -4.48676 -4.21405 -1.96679
H: -3.00950 -3.23905 -1.44178

No. 2
C3H5NO2 | ωB97M-V/def2-TZVPD

- total charge = 0
- HOMO (eV) = -9.9827
- structure (SMILES) = CNC(=O)C=O
- 2S+1 = 1
- ΔE to the lowest compared entry with this formula, charge and spin (eV) = 0.736
- orbital gap (Eh) = 0.3645

Positions of all 11 atoms, in Å:
C: -1.02155 1.39161 -0.07628
N: 0.08813 0.47113 -0.08204
C: -0.02731 -0.84412 0.15352
O: -1.03755 -1.47449 0.41903
C: 1.32349 -1.55283 0.05316
O: 2.35917 -0.98963 -0.21319
H: -1.92095 0.82658 0.17527
H: -0.86579 2.17558 0.67068
H: -1.14655 1.84971 -1.06223
H: 1.02826 0.77749 -0.29120
H: 1.22065 -2.63103 0.25328

No. 3
C35H65N4O10 | ωB97M-V/def2-TZVPD

- total charge = +1
- HOMO (eV) = -10.5925
- 2S+1 = 1
- orbital gap (Eh) = 0.3121

Positions of all 114 atoms, in Å:
O: 7.22376 3.36825 1.45090
C: 6.22043 2.42120 1.41823
C: 6.67744 1.04570 1.89846
N: 5.66734 0.15906 1.19829
C: 5.10110 0.91002 0.22781
N: 4.03355 0.54145 -0.43252
C: 3.38112 -0.70283 -0.12878
C: 2.21440 -0.72430 0.61416
C: 1.66801 -1.96960 0.84992
C: 2.30352 -3.09843 0.35344
N: 3.41875 -3.08356 -0.37626
C: 3.93009 -1.88189 -0.60744
N: 5.79696 2.06591 0.03867
H: 7.05329 3.96782 2.18308
H: 5.31985 2.69256 1.97773
H: 7.61848 0.76335 1.43945
H: 6.62280 0.88307 2.96532
H: 5.03465 -0.18165 1.92503
H: 3.66286 1.13701 -1.17213
H: 1.76481 0.19379 0.96053
H: 0.74838 -2.07004 1.40396
H: 1.87109 -4.06742 0.55539
H: 4.82985 -1.83133 -1.20755
H: 5.25489 2.80987 -0.38590
C: -3.32706 -1.05165 -1.08236
C: -1.97052 -1.64430 -0.84284
O: -1.75974 -2.47360 0.01823
C: -0.84623 -1.15672 -1.72518
H: -4.04601 -1.47611 -0.39083
H: -3.28132 0.02825 -0.93609
H: -3.65427 -1.25917 -2.10184
H: -0.71300 -0.08019 -1.59778
H: -1.06485 -1.36668 -2.77304
H: 0.07233 -1.66911 -1.44156
C: 5.42336 -2.80022 5.75450
C: 5.10757 -2.32196 4.36537
O: 4.41419 -1.34508 4.16365
C: 5.67943 -3.09938 3.20965
H: 4.95400 -2.15542 6.48932
H: 5.05583 -3.81932 5.88632
H: 6.50297 -2.79169 5.91426
H: 5.33015 -4.13204 3.23109
H: 6.76974 -3.09402 3.25399
H: 5.35095 -2.63649 2.28000
C: -8.41531 -1.87783 -1.53045
C: -7.33917 -0.83881 -1.73707
O: -6.27542 -0.91140 -1.16331
C: -7.65283 0.28504 -2.68947
H: -8.06679 -2.62947 -0.82624
H: -9.31738 -1.40774 -1.13635
H: -8.65729 -2.35936 -2.47906
H: -8.52504 0.83955 -2.33996
H: -7.86132 -0.10616 -3.68470
H: -6.80315 0.96016 -2.75061
C: 5.21039 -1.50640 11.12638
C: 5.83067 -1.53153 9.75242
O: 5.15756 -1.65871 8.75526
C: 7.33199 -1.39088 9.68156
H: 4.13241 -1.61608 11.04108
H: 5.60733 -2.32295 11.73118
H: 5.43698 -0.56127 11.62189
H: 7.81015 -2.20300 10.23080
H: 7.64009 -0.44153 10.12165
H: 7.65337 -1.42413 8.64317
C: 1.49400 1.31084 -5.18511
C: 2.43539 0.87968 -4.09659
O: 2.40027 1.38875 -2.99402
C: 3.41554 -0.21477 -4.43251
H: 0.84252 2.09811 -4.81516
H: 2.05972 1.68369 -6.04020
H: 0.88524 0.46419 -5.50763
H: 4.05633 0.09772 -5.25783
H: 2.87781 -1.11657 -4.72793
H: 4.03463 -0.43798 -3.56533
C: -8.52756 1.36065 -8.08797
C: -7.76356 0.82058 -6.90395
O: -7.85344 1.32322 -5.80849
C: -6.88028 -0.37894 -7.15381
H: -9.12069 2.21701 -7.77757
H: -7.83428 1.66945 -8.87172
H: -9.18979 0.59175 -8.48865
H: -6.12328 -0.13733 -7.90115
H: -7.47869 -1.21520 -7.51855
H: -6.38698 -0.66790 -6.22860
C: -2.24269 1.12342 2.43565
C: -3.10824 1.87126 1.44887
O: -2.75754 2.03037 0.30033
C: -4.41790 2.39923 1.96406
H: -1.33058 0.79311 1.94177
H: -1.98554 1.77292 3.27388
H: -2.77741 0.25223 2.81638
H: -4.24113 3.10528 2.77675
H: -5.03278 1.57423 2.32816
H: -4.94549 2.91010 1.16248
C: -4.37146 7.89293 3.05476
C: -3.93989 6.49796 2.67582
O: -4.37655 5.52376 3.24239
C: -2.93801 6.37522 1.55198
H: -5.08955 7.84264 3.86913
H: -3.50772 8.47835 3.37354
H: -4.83368 8.38710 2.19901
H: -2.01830 6.90158 1.81235
H: -3.34528 6.81114 0.63875
H: -2.71314 5.32568 1.37424
C: -0.33707 -4.03207 -4.12167
C: -0.44450 -3.43837 -5.50499
O: -0.97391 -2.36640 -5.68872
C: 0.14324 -4.23845 -6.64169
H: -0.80209 -3.35639 -3.41235
H: -0.84465 -4.99656 -4.08148
H: 0.71334 -4.16910 -3.85784
H: -0.34849 -5.20977 -6.70901
H: 1.21009 -4.39751 -6.47626
H: 0.00188 -3.70141 -7.57631

In eV, the total energy values for the records above are, in order, -72733.8198 -8776.9589 -63779.2737.